C24H11Cl2F5N3NaO3 | ωB97M-V/def2-TZVPD

Each line ends with the Löwdin charge.
CARTESIAN COORDINATES (ANGSTROEM)
Na -0.24062 0.29786 -0.91491  0.409
Cl -4.14805 -1.88632 -2.76921  0.634
C -4.41224 -0.86580 -1.38402  -0.598
C -5.64395 -0.91859 -0.75319  -0.168
C -5.90708 -0.13538 0.34799  -0.639
Cl -7.49438 -0.23493 1.09534  0.586
C -4.92662 0.72715 0.86864  -0.195
C -5.10096 1.54939 2.00216  -0.059
C -4.07511 2.34595 2.43308  -0.083
C -2.86106 2.32484 1.72746  -0.152
N -2.66629 1.57831 0.66816  0.142
C -3.65590 0.78608 0.21812  -0.127
C -3.34557 -0.01476 -0.97664  -0.413
O -2.24719 0.07184 -1.55551  -0.068
H -6.40822 -1.58348 -1.13335  0.090
H -6.04834 1.53163 2.52575  0.074
H -4.19376 2.98152 3.30229  0.087
H -2.02072 2.93651 2.04395  0.088
O 1.48116 0.89391 -1.80383  -0.100
C 2.73719 0.89439 -1.76532  -0.385
C 3.51283 0.05216 -2.63530  -0.028
C 4.88231 0.05215 -2.65046  -0.141
C 5.60464 0.89974 -1.80002  -0.163
C 4.90397 1.70757 -0.92595  -0.095
C 3.50701 1.73108 -0.86484  -0.089
C 2.83846 2.54943 0.14031  -0.271
N 1.54440 2.66798 0.38711  0.122
C 1.42020 3.51826 1.45059  -0.168
C 2.64241 3.94044 1.87704  -0.138
N 3.54172 3.31851 1.04006  0.069
H 2.94672 -0.60871 -3.28222  0.103
H 5.41792 -0.61685 -3.31745  0.084
H 6.68848 0.90621 -1.80800  0.070
H 5.48827 2.33617 -0.25746  0.081
H 0.44837 3.76727 1.84773  0.077
H 2.95289 4.59431 2.67442  0.082
H 4.53730 3.40912 1.08341  0.117
F 1.40661 -6.61660 0.05011  0.049
C 1.05448 -5.30846 0.14443  -0.179
C 0.86998 -4.70456 1.37624  -0.176
F 1.04794 -5.43720 2.49733  0.069
C 0.51099 -3.37880 1.46588  -0.143
F 0.34814 -2.85440 2.70207  0.064
C 0.29831 -2.52304 0.33690  -0.325
O -0.03241 -1.31335 0.42419  -0.051
C 0.51237 -3.21034 -0.90016  -0.136
F 0.36483 -2.51425 -2.04356  0.088
C 0.86925 -4.53541 -0.99069  -0.170
F 1.04932 -5.10856 -2.19867  0.077

Computed properties:
Energy: -2893.3247 Eh
Net charge: -2


C42H30CaN7O8Te | ωB97M-V/def2-TZVPD

Each line ends with the Löwdin charge.
CARTESIAN COORDINATES (ANGSTROEM)
Ca 0.31041 -0.92703 -0.55987  1.263
C 4.87807 -2.72067 -1.50863  -0.078
C 4.48233 -1.42702 -1.21942  -0.068
C 3.58069 -1.18978 -0.19459  -0.032
C 3.02136 -2.24072 0.52798  -0.163
C 3.45434 -3.53558 0.25083  -0.031
C 4.37253 -3.77064 -0.75819  -0.062
N 1.42686 -0.64684 1.34970  -0.051
C 0.86645 -3.00743 1.80772  -0.172
C 1.17163 -4.11061 2.75705  -0.055
C 0.31504 -4.55121 3.68562  -0.076
C -0.96031 -3.91600 3.88816  -0.077
C -1.34633 -2.90878 3.08480  -0.009
C -0.48581 -2.38743 2.05531  -0.210
N -0.86748 -1.45991 1.22938  -0.098
N -2.13810 -1.02893 1.23473  0.026
C -2.56869 -0.48738 0.09428  -0.431
C -3.97583 -0.34232 -0.07223  -0.030
C -4.48106 0.09523 -1.26125  -0.090
C -3.59910 0.48688 -2.28526  -0.106
C -2.25236 0.39347 -2.03412  -0.210
N -1.72291 -0.10564 -0.90957  -0.110
H 5.56308 -2.91038 -2.32358  0.101
H 4.84210 -0.59611 -1.80668  0.106
H 3.30159 -0.16923 0.02879  0.113
H 3.06414 -4.38235 0.79662  0.107
H 4.67843 -4.78695 -0.97097  0.104
H 2.10340 -4.64069 2.62298  0.107
H 0.58094 -5.40185 4.29899  0.100
H -1.59796 -4.25809 4.69241  0.094
H -2.29631 -2.40759 3.20373  0.098
H -4.61466 -0.65034 0.74135  0.103
H -5.55085 0.14997 -1.41895  0.101
H -3.96456 0.86271 -3.23074  0.095
H -1.52559 0.74407 -2.75988  0.114
O 0.57889 -4.93557 0.32510  0.074
C 0.61966 -3.72142 0.33223  -0.598
O 0.47492 -2.90336 -0.60670  -0.177
C 2.04528 -1.94402 1.68604  -0.272
C 2.95877 -2.07093 2.87965  0.007
C 3.29445 -1.22827 3.85031  -0.025
C 2.85141 0.12929 4.06709  -0.143
C 3.37262 0.82214 5.16283  -0.042
C 3.03607 2.13207 5.43807  -0.077
C 2.14464 2.79608 4.60556  -0.074
C 1.63560 2.13821 3.50939  -0.021
C 1.96631 0.80942 3.20294  -0.162
N 1.42260 0.42185 1.97654  0.053
H 3.47808 -3.02030 2.87837  0.115
H 4.01876 -1.58470 4.57542  0.110
H 4.07501 0.30945 5.80838  0.109
H 3.47315 2.63963 6.28754  0.102
H 1.86172 3.82095 4.80426  0.103
H 0.98128 2.64457 2.81840  0.032
O 2.77814 -0.45866 -3.70906  0.056
C 1.66477 -0.40858 -3.20992  -0.613
O 1.34251 -0.10438 -2.01867  -0.233
C 0.44811 -0.71120 -4.10192  -0.086
C -0.46622 -1.68362 -3.71156  0.061
C -1.63551 -1.86084 -4.43877  -0.130
C -1.90206 -1.12483 -5.57839  0.081
C -0.96350 -0.18492 -5.97350  -0.124
C 0.20493 0.02947 -5.24755  0.080
N -1.22400 0.60555 -7.16091  -0.354
O -2.25986 0.39714 -7.76875  0.071
O -0.39663 1.43395 -7.49230  0.079
N -2.63851 -2.79400 -3.95506  -0.344
O -2.56300 -3.14726 -2.79724  0.108
O -3.49634 -3.16173 -4.73929  0.072
H -0.27746 -2.30740 -2.84583  0.116
H -2.81557 -1.26897 -6.13452  0.129
H 0.90929 0.77930 -5.57726  0.136
C -0.47978 4.32311 1.33525  -0.430
Te -0.80608 2.23789 0.73075  1.392
C -2.56184 3.08114 -0.22482  -0.410
C -2.64817 4.53746 0.10955  -0.279
C -3.73096 5.29801 -0.32296  -0.045
C -3.80994 6.64785 -0.03062  -0.099
C -2.79926 7.25336 0.70225  -0.102
C -1.72325 6.50102 1.13898  -0.053
C -1.63717 5.14201 0.84860  -0.290
H 0.45458 4.69937 0.91633  0.055
H -0.40535 4.41137 2.42055  0.044
H -3.45182 2.55128 0.11580  0.057
H -2.50294 2.94600 -1.30417  0.053
H -4.51606 4.81675 -0.89303  0.114
H -4.65762 7.22716 -0.37202  0.095
H -2.85264 8.30899 0.93457  0.095
H -0.93547 6.96832 1.71756  0.110

Computed properties:
Energy: -3549.2379 Eh
Relative energy (zero: lowest compared OMol25 entry of this formula, charge and spin): 142.23 kcal per mole
Net charge: -1


C19H22MgN2S | ωB97M-V/def2-TZVPD

Each line ends with the Löwdin charge.
CARTESIAN COORDINATES (ANGSTROEM)
C -3.91492 0.21212 -0.16256  -0.167
C -4.10205 1.46831 -1.00633  -0.198
H -3.99227 -0.68271 -0.78426  0.063
H -4.70988 0.18179 0.59654  0.073
H -2.96604 0.15366 0.37584  0.019
H -3.37273 1.55146 -1.81172  0.039
H -5.09239 1.46188 -1.47529  0.067
H -4.01204 2.37677 -0.40327  0.064
C 0.71405 -2.53864 -0.33226  -0.094
C 1.66926 -3.56543 -0.44387  -0.030
C 2.78961 -3.37078 -1.25984  -0.039
C 2.94170 -2.14882 -1.90828  0.004
H -0.18138 -2.62752 0.29684  0.130
H 1.48531 -4.48643 0.09944  0.109
H 3.53542 -4.15775 -1.40979  0.118
H 3.78860 -1.95598 -2.57180  0.107
N 0.83876 -1.38223 -1.00269  0.022
C 1.97251 -1.14357 -1.72446  -0.189
C 2.15939 0.23245 -2.22624  -0.184
N 1.21616 1.14101 -1.86133  0.043
C 1.38924 2.43612 -2.14379  -0.081
C 3.47521 1.97701 -3.28246  -0.039
C 2.50693 2.89648 -2.85863  -0.026
H 0.60390 3.11068 -1.78708  0.105
H 2.58162 3.95618 -3.05299  0.106
C 3.29697 0.63116 -2.96304  0.003
H 4.01312 -0.12536 -3.27406  0.101
H 4.35816 2.27722 -3.85266  0.116
Mg -0.31201 0.39970 -0.51393  0.554
C -1.34077 2.19032 -0.42240  -0.275
H -1.69205 2.35021 -1.45059  -0.042
H -0.68048 3.00886 -0.13882  -0.026
H -2.17731 2.12531 0.27497  -0.049
S 1.12494 0.70882 1.57023  0.554
C 0.17322 -0.05177 2.73780  -0.781
C 0.66250 -1.21729 3.40451  -0.145
C -0.10070 -1.81612 4.40407  -0.115
C -1.37528 -1.30936 4.74134  -0.118
C -1.84698 -0.17162 4.08178  -0.114
C -1.09865 0.45833 3.09813  -0.136
H 1.62351 -1.62105 3.08376  0.085
H 0.28984 -2.69259 4.92579  0.093
H -1.96542 -1.80767 5.51355  0.090
H -2.81728 0.23609 4.35217  0.096
H -1.45933 1.33073 2.56770  0.087

Computed properties:
Energy: -1445.0065 Eh
Relative energy (zero: lowest compared OMol25 entry of this formula, charge and spin): 0.00 kcal per mole
Net charge: 0


Number 1: M 578.26 g mol⁻¹, Kohn-Sham gap 5.84 eV. Number 2: M 928.42 g mol⁻¹, Kohn-Sham gap 5.30 eV. Number 3: M 334.77 g mol⁻¹, Kohn-Sham gap 5.52 eV.